# 1
60
Properties=species:S:1:pos:R:3:forces:R:3 method="wB97M-V/def2-TZVPD" total_charge=0 energy_ev=-36884.5444 smiles="CN(C[C@@H](O)CNC(=O)c1cnn(CC2CCC2)c1)C(=O)C[C@H]1CCCC(=O)N1" gap_ev=9.89 multiplicity=1 e_above_lowest_kj_mol=7.8
C 2.25322 0.27039 -1.95620 0.0 0.0 0.0
N 1.02179 -0.37927 -2.39163 0.0 0.0 0.0
C -0.05311 -0.50383 -1.41088 0.0 0.0 0.0
C -0.13985 -1.90976 -0.82011 0.0 0.0 0.0
O 1.12707 -2.34724 -0.34642 0.0 0.0 0.0
C -1.09666 -1.98014 0.35907 0.0 0.0 0.0
N -0.67574 -1.15446 1.46880 0.0 0.0 0.0
C -1.18832 0.09057 1.66984 0.0 0.0 0.0
O -2.06929 0.55648 0.96186 0.0 0.0 0.0
C -0.61084 0.84839 2.79520 0.0 0.0 0.0
C 0.35216 0.50392 3.76661 0.0 0.0 0.0
N 0.57152 1.50117 4.60455 0.0 0.0 0.0
N -0.23697 2.49172 4.18925 -0.1 0.0 0.1
C -0.24543 3.78591 4.86489 0.1 0.0 0.0
C 0.32114 3.72737 6.26347 0.0 0.0 0.0
C 1.84903 3.65249 6.46919 0.0 0.0 0.0
C 1.70071 4.66127 7.62923 0.0 0.0 0.0
C 0.32669 5.06012 7.04658 0.0 0.0 0.0
C -0.95867 2.14372 3.11424 0.0 0.0 0.0
C 0.83563 -0.52146 -3.73626 0.0 0.0 0.0
O 1.70987 -0.22564 -4.53513 0.0 0.0 0.0
C -0.50378 -1.05532 -4.21403 0.0 0.0 0.0
C -0.38704 -1.72869 -5.58520 0.0 0.0 0.0
C 0.42417 -3.01901 -5.52710 0.0 0.0 0.0
C -0.38101 -4.14919 -4.90001 0.0 0.0 0.0
C -1.62098 -4.42150 -5.74196 0.0 0.0 0.0
C -2.39243 -3.17940 -6.13773 0.0 0.0 0.0
O -3.55434 -3.23823 -6.49836 0.0 0.0 0.0
N -1.71520 -1.99754 -6.12520 0.0 0.0 0.0
H 3.08245 -0.06980 -2.57018 0.0 0.0 0.0
H 2.18276 1.35722 -2.05221 0.0 0.0 0.0
H 2.43660 0.01752 -0.91387 0.0 0.0 0.0
H 0.14930 0.20865 -0.61186 0.0 0.0 0.0
H -1.01459 -0.22082 -1.83840 0.0 0.0 0.0
H -0.50432 -2.60655 -1.58670 0.0 0.0 0.0
H 1.74931 -2.30537 -1.08143 0.0 0.0 0.0
H -2.08745 -1.64616 0.05487 0.0 0.0 0.0
H -1.16282 -3.01692 0.69072 0.0 0.0 0.0
H 0.14928 -1.43159 1.97183 0.0 0.0 0.0
H 0.88529 -0.42400 3.90643 0.0 0.0 0.0
H 0.33214 4.49777 4.26782 0.0 0.0 0.0
H -1.28027 4.13318 4.89024 0.0 0.0 0.0
H -0.17719 2.94365 6.83639 0.0 0.0 0.0
H 2.27390 2.67407 6.67635 0.0 0.0 0.0
H 2.37630 4.09218 5.61964 0.0 0.0 0.0
H 1.59517 4.15561 8.58897 0.0 0.0 0.0
H 2.45285 5.44226 7.72440 0.0 0.0 0.0
H 0.41744 5.91222 6.36884 0.0 0.0 0.0
H -0.49534 5.24651 7.73639 0.0 0.0 0.0
H -1.66568 2.80843 2.64728 0.0 0.0 0.0
H -0.95360 -1.74365 -3.50003 0.0 0.0 0.0
H -1.18649 -0.20215 -4.28870 0.0 0.0 0.0
H 0.11918 -1.03166 -6.25224 0.0 0.0 0.0
H 0.70617 -3.30268 -6.54461 0.0 0.0 0.0
H 1.34943 -2.82622 -4.98389 0.0 0.0 0.0
H 0.22525 -5.05278 -4.82256 0.0 0.0 0.0
H -0.67358 -3.88785 -3.87836 0.0 0.0 0.0
H -1.33573 -4.90668 -6.68024 0.0 0.0 0.0
H -2.32749 -5.08805 -5.24967 0.0 0.0 0.0
H -2.28159 -1.20916 -6.40178 0.0 0.0 0.0

# 2
17
Properties=species:S:1:pos:R:3:forces:R:3 method="wB97M-V/def2-TZVPD" total_charge=0 energy_ev=-9438.9676 smiles="C=C/C=C(/C)O.O" gap_ev=7.91 multiplicity=1 e_above_lowest_kj_mol=393.2
C 0.17356 -2.24759 -1.34958 -1.3 0.2 1.3
C 0.71883 -1.07184 -1.02262 1.5 0.3 1.7
C 0.12210 0.08290 -0.37604 -1.3 1.1 -0.4
C 0.83122 1.05385 0.27903 0.9 -2.1 -0.6
C 0.78119 2.55462 0.14065 -0.8 -1.2 0.8
O 1.93128 0.52528 0.97504 -0.2 0.9 -0.9
H 0.63853 -3.21726 -1.21062 0.6 0.2 -1.2
H -0.91430 -2.28686 -1.24945 0.1 -0.1 0.0
H 1.79891 -0.84014 -1.06174 -0.3 -1.0 -0.1
H -0.95363 0.17356 -0.19558 -0.1 0.4 -1.4
H -0.02415 2.86185 -0.52976 -0.1 0.0 0.5
H 1.70359 2.82446 -0.37921 0.1 0.1 0.4
H 0.69250 2.93354 1.16223 0.2 0.9 -0.3
H 2.14918 1.16775 1.64541 0.6 0.4 0.3
O -3.47036 -0.99262 0.81951 0.7 -0.6 0.4
H -4.16236 -1.23669 1.43334 -0.2 0.0 0.1
H -3.82477 -0.33863 0.23715 -0.5 0.6 -0.5

# 3
48
Properties=species:S:1:pos:R:3:forces:R:3 method="wB97M-V/def2-TZVPD" total_charge=0 energy_ev=-55036.0582 smiles="CNC(=S)N(Cc1ccc(OC)cc1)[C@@H]1CC(=O)N(c2ccc(Cl)cc2)C1=O" gap_ev=8.69 multiplicity=1 e_above_lowest_kj_mol=86.0
C 1.39953 4.32449 -1.17730 -0.1 0.3 -0.2
N 1.75007 3.21957 -0.32137 0.5 -0.1 0.4
C 0.96135 2.14817 -0.12943 -0.3 0.0 -0.2
S -0.50660 2.00346 -0.91158 -0.1 0.5 -0.8
N 1.35926 1.16399 0.70725 0.0 0.2 0.2
C 2.57770 1.17488 1.49151 0.2 0.1 0.0
C 3.67714 0.35314 0.85915 0.0 -0.1 0.2
C 4.45246 -0.49819 1.62981 -0.2 0.2 -0.1
C 5.46579 -1.25650 1.06854 0.3 -0.2 -0.2
C 5.71571 -1.17813 -0.29745 -0.1 0.1 0.1
O 6.67721 -1.87094 -0.95740 -0.2 0.2 -0.2
C 7.49735 -2.75357 -0.22883 0.1 -0.2 0.1
C 4.93026 -0.32832 -1.08001 0.2 -0.1 0.0
C 3.92980 0.42501 -0.50785 0.1 -0.1 0.1
C 0.54382 -0.02615 0.78333 -0.1 0.0 -0.2
C 0.59326 -0.94715 -0.43215 0.0 -0.1 0.0
C -0.84267 -1.39652 -0.63511 0.6 -0.1 0.1
O -1.21645 -2.29578 -1.33942 -0.1 -0.1 -0.2
N -1.65187 -0.60353 0.15033 -0.4 -0.1 0.3
C -3.06511 -0.64099 0.10088 -0.3 0.0 0.0
C -3.71002 -0.74898 -1.12546 0.1 0.1 0.1
C -5.09017 -0.78718 -1.17817 -0.1 0.0 0.1
C -5.82058 -0.70456 -0.00338 0.3 0.0 0.0
Cl -7.54662 -0.74803 -0.06796 -0.3 0.0 0.0
C -5.18574 -0.58643 1.22231 -0.1 0.0 -0.1
C -3.80460 -0.56049 1.27457 0.1 0.0 -0.1
C -0.94939 0.31042 0.94155 0.2 -0.2 0.7
O -1.42177 1.01359 1.79795 0.0 -0.1 0.0
H 1.84096 4.21240 -2.17136 -0.1 0.0 0.0
H 0.31653 4.35677 -1.28047 0.1 0.1 0.0
H 1.75154 5.25337 -0.73064 0.0 0.0 0.0
H 2.69670 3.20787 0.02417 -0.1 -0.1 0.0
H 2.34482 0.77286 2.48280 0.0 0.1 -0.1
H 2.90713 2.20680 1.64702 -0.1 -0.1 0.1
H 4.26971 -0.57304 2.69228 0.0 0.0 0.1
H 6.04645 -1.90496 1.70483 0.1 -0.1 0.0
H 8.18100 -3.18731 -0.95653 0.0 0.0 0.1
H 6.91240 -3.55228 0.23796 0.0 0.0 0.0
H 8.07321 -2.22621 0.53835 0.0 0.0 0.0
H 5.12792 -0.27929 -2.13871 0.0 0.0 -0.1
H 3.33153 1.06805 -1.13649 -0.1 0.1 -0.1
H 0.83804 -0.56885 1.68773 -0.1 0.1 -0.1
H 0.89392 -0.39863 -1.32715 0.0 0.0 0.1
H 1.25886 -1.80076 -0.31547 -0.1 0.0 0.0
H -3.13272 -0.80574 -2.03370 0.0 0.0 -0.1
H -5.59719 -0.87371 -2.12612 -0.1 0.0 -0.1
H -5.76655 -0.51932 2.12866 -0.1 0.0 0.1
H -3.30284 -0.46236 2.22309 0.0 0.0 0.0

# 4
9
Properties=species:S:1:pos:R:3:forces:R:3 method="wB97M-V/def2-TZVPD" total_charge=0 energy_ev=-11119.8866 smiles="Nn1nnoc1=O" gap_ev=10.62 multiplicity=1 e_above_lowest_kj_mol=360.3
N -1.33966 -0.77331 0.17530 -1.2 1.0 -0.1
N -0.03921 -0.35768 -0.15757 3.6 -1.7 -1.0
N 1.23365 -1.07078 -0.18220 -3.6 -4.7 1.0
N 2.17463 -0.36468 0.06413 0.2 0.0 -0.9
O 1.70758 0.90155 0.13091 1.1 3.7 0.2
C 0.40945 0.92015 -0.13572 -0.9 -3.8 1.3
O -0.41340 1.71836 -0.12489 -2.7 6.8 -0.1
H -1.98687 -0.96085 -0.73597 2.1 1.3 3.0
H -1.74616 -0.01277 0.96601 1.3 -2.6 -3.3

# 5
18
Properties=species:S:1:pos:R:3:forces:R:3 method="wB97M-V/def2-TZVPD" total_charge=0 energy_ev=-11381.7616 smiles="[H]/N=C(/C)N(O)[C@H](C)O" gap_ev=9.78 multiplicity=1 e_above_lowest_kj_mol=496.0
H 1.76608 0.84148 1.65383 -0.3 -0.5 0.4
N 2.15733 0.14002 1.03226 -0.4 0.9 -1.1
C 1.39376 -0.29654 0.13549 -1.1 -2.5 1.8
C 1.93970 -1.10398 -1.00101 -0.4 -0.4 -0.3
N -0.26091 -0.62532 0.41683 2.3 -0.6 -0.2
O -0.90559 -1.12571 -0.76432 0.4 0.1 0.3
C -0.78776 0.62560 0.72420 1.4 2.7 -2.2
C -2.25742 0.89548 0.53079 -0.1 -0.3 -0.1
O 0.08969 1.58532 -0.25889 -1.9 -0.3 1.0
H 1.22777 -1.83246 -1.38625 -0.1 0.3 -0.1
H 2.79087 -1.69931 -0.66324 0.1 0.5 0.1
H 2.23008 -0.43654 -1.81507 0.1 -0.1 0.1
H -0.92993 -2.07994 -0.59814 -0.1 0.3 0.0
H -0.43561 0.97256 1.69504 0.1 -0.2 -0.1
H -2.83606 0.19665 1.14298 0.0 0.1 0.0
H -2.55975 0.73707 -0.50586 0.1 0.0 0.1
H -2.49868 1.91975 0.82049 0.1 -0.2 0.0
H -0.12355 1.28586 -1.15912 -0.2 0.1 0.3

# 6
59
Properties=species:S:1:pos:R:3:forces:R:3 method="wB97M-V/def2-TZVPD" total_charge=0 energy_ev=-33024.4480 smiles="CCCCCOc1ccc(C(=O)NCC2(c3ccccc3)CCOCC2)cc1" gap_ev=9.33 multiplicity=1 e_above_lowest_kj_mol=4.5
C -9.01025 -0.64083 -0.32807 0.1 0.2 0.2
C -8.03500 0.44606 0.10946 0.0 0.0 -0.2
C -6.77323 0.51338 -0.75208 0.0 -0.1 0.1
C -5.89741 -0.74069 -0.71733 0.1 0.3 0.3
C -5.26840 -0.98762 0.65641 -0.3 -0.4 -0.3
O -4.48531 0.10056 1.10478 0.1 0.3 0.1
C -3.25569 0.32206 0.57998 0.3 0.2 0.0
C -2.63375 1.50570 0.99066 -0.2 -0.1 0.0
C -1.37359 1.82465 0.54338 0.1 -0.1 -0.1
C -0.68140 0.96790 -0.31262 -0.3 0.0 0.1
C 0.68579 1.36960 -0.74026 0.0 -0.3 -0.2
O 1.04401 2.53249 -0.78643 0.0 0.3 0.2
N 1.50731 0.34048 -1.07527 0.0 -0.2 -0.1
C 2.91007 0.53893 -1.33162 0.2 0.2 0.0
C 3.79306 0.09371 -0.13755 0.0 0.0 0.0
C 3.49239 -1.38481 0.08062 0.0 0.0 0.1
C 2.53608 -1.80616 1.00089 0.0 0.0 0.0
C 2.21934 -3.14654 1.14411 -0.1 -0.1 0.0
C 2.84901 -4.10149 0.36724 0.0 -0.1 0.0
C 3.79448 -3.69856 -0.55907 0.0 -0.1 -0.1
C 4.10573 -2.35837 -0.70329 0.0 0.0 0.0
C 5.28101 0.30833 -0.47483 -0.1 0.3 0.1
C 5.67933 1.78721 -0.45861 0.1 -0.2 -0.2
O 5.37624 2.41106 0.76187 0.2 0.0 0.1
C 3.99231 2.35892 1.02161 -0.3 -0.1 0.1
C 3.47602 0.92212 1.12065 0.2 0.3 -0.2
C -1.30424 -0.20262 -0.72808 0.2 0.2 0.1
C -2.57827 -0.52364 -0.29536 -0.4 -0.2 0.1
H -8.59331 -1.63263 -0.17134 0.0 -0.1 0.0
H -9.93235 -0.57054 0.24435 -0.1 -0.1 0.0
H -9.25355 -0.53151 -1.38287 -0.1 0.0 -0.1
H -8.53604 1.41458 0.04346 0.0 0.0 0.1
H -7.76335 0.29497 1.15524 0.0 0.1 0.1
H -6.16972 1.36153 -0.42143 0.0 0.0 -0.1
H -7.06552 0.69785 -1.78858 0.0 0.1 0.0
H -6.47846 -1.62139 -0.99226 0.0 -0.1 0.0
H -5.10196 -0.61974 -1.45612 0.0 -0.1 0.0
H -4.68056 -1.91412 0.64783 0.0 0.1 0.1
H -6.04796 -1.08977 1.41489 0.1 -0.1 -0.1
H -3.17052 2.15675 1.66244 -0.1 0.1 0.1
H -0.89536 2.74320 0.84787 0.0 0.1 0.0
H 1.21850 -0.60392 -0.87327 -0.1 0.1 0.0
H 3.19597 -0.03339 -2.22069 0.1 0.1 0.1
H 3.03686 1.60293 -1.53449 0.0 -0.1 -0.1
H 2.02264 -1.09074 1.62378 0.0 0.1 0.1
H 1.47370 -3.44139 1.86821 -0.1 0.0 0.1
H 2.60453 -5.14708 0.48021 0.0 -0.1 0.0
H 4.29259 -4.43094 -1.17749 0.0 -0.1 0.0
H 4.84016 -2.07870 -1.44204 0.1 0.1 -0.1
H 5.51896 -0.08868 -1.46182 0.1 -0.1 0.0
H 5.88112 -0.22155 0.26829 0.0 0.0 0.0
H 6.76085 1.88148 -0.58358 -0.1 0.0 -0.1
H 5.18449 2.32011 -1.28545 0.1 0.0 0.0
H 3.84938 2.87056 1.97576 -0.1 0.0 -0.1
H 3.43575 2.90549 0.24712 0.0 0.0 0.1
H 2.40052 0.97391 1.29180 0.0 -0.1 0.1
H 3.94767 0.43984 1.98001 -0.1 0.0 0.1
H -0.81510 -0.86914 -1.42439 0.0 -0.1 -0.1
H -3.02875 -1.43818 -0.64829 -0.1 0.0 0.0

# 7
20
Properties=species:S:1:pos:R:3:forces:R:3 method="wB97M-V/def2-TZVPD" total_charge=0 energy_ev=-8469.8431 smiles=CCCC.O.O gap_ev=11.99 multiplicity=1 e_above_lowest_kj_mol=49.8
C 1.33799 0.87297 -2.12348 -0.5 0.1 -0.7
C 0.96820 1.51266 -0.78475 0.4 -0.8 -0.6
C -0.46926 1.30058 -0.35794 -0.4 0.1 0.0
C -0.68039 1.78530 1.07273 -0.6 -0.1 0.1
H 0.93107 -0.12717 -2.29781 0.5 -0.4 0.7
H 2.41310 0.91536 -2.31572 -0.2 -0.2 0.0
H 0.83638 1.33845 -2.97174 0.1 0.7 0.0
H 1.15140 2.57260 -0.87200 0.1 0.5 0.1
H 1.68408 1.13567 -0.04626 -0.3 0.0 0.2
H -0.80851 0.26325 -0.49576 0.4 -0.1 0.4
H -1.13903 1.80360 -1.04232 -0.1 0.6 -0.3
H -0.19796 1.05727 1.71727 0.3 0.3 0.4
H -1.72479 1.84284 1.39880 -0.1 -0.3 -0.3
H -0.32770 2.80755 1.25647 0.4 -0.3 -0.2
O -2.38545 -2.18630 2.53623 0.0 0.2 0.0
H -2.25923 -1.34958 2.07809 0.1 0.0 -0.1
H -3.05452 -1.97443 3.19394 0.0 -0.1 0.1
O 1.53372 -2.60884 -0.76343 -0.1 0.2 0.0
H 1.10133 -2.81053 0.07243 0.0 -0.1 0.0
H 1.21946 -1.72415 -0.98923 0.1 -0.1 0.0